# 1
Below is C36H71NOPS4Si3SnTe as an isolated structure in a non-equilibrium geometry, with properties calculated with ωB97M-V with the def2-TZVPD basis set.

Geometry as ORCA input:
```
! wB97M-V def2-TZVPD RIJCOSX def2/J DEFGRID3
* xyz 1 1
Sn -0.54197 -1.55226 2.01718
C -5.18115 -0.66041 3.03355
C -4.45050 -1.77776 3.76166
S -3.03569 -2.41000 2.84504
C -3.85761 -3.57007 1.74436
C -4.80548 -3.05183 0.64197
S -4.02943 -1.82931 -0.45780
C -5.23267 -0.58549 -0.80183
C -5.31112 0.46114 0.36726
S -4.15865 -0.09549 1.62225
H -5.29555 0.26085 3.61316
H -6.15762 -1.02999 2.72603
H -5.08432 -2.61093 4.00971
H -4.09758 -1.40531 4.71129
H -4.32238 -4.17986 2.50267
H -3.16195 -4.24021 1.23385
H -5.76939 -2.69454 0.98846
H -4.94562 -3.87128 -0.00369
H -6.19472 -1.07692 -1.06594
H -4.85355 -0.09055 -1.74453
H -6.29773 0.58269 0.78714
H -4.88342 1.41912 0.06665
C 3.08657 -0.90568 2.26543
Si 2.35113 -1.35946 3.95532
C 3.09158 -0.27275 5.34096
C 2.71968 -3.16236 4.39124
N 0.54401 -1.20018 3.93329
C -0.16483 -0.63193 4.95497
C -0.55802 -1.40575 6.03443
C -0.97647 -0.82262 7.21002
C -1.03563 0.58531 7.33006
C -0.71224 1.31255 6.24185
C -0.33766 0.74079 5.03972
H 3.32590 -1.81506 1.68863
H 4.10284 -0.48291 2.43383
H 2.50833 -0.24515 1.54363
H 4.19818 -0.40234 5.41392
H 2.63988 -0.71584 6.22160
H 2.91737 0.80110 5.20538
H 2.80444 -3.28087 5.50862
H 3.67919 -3.50610 3.85069
H 1.88780 -3.85727 4.09918
H -0.37718 -2.47928 5.98872
H -1.12270 -1.44685 8.04378
H -1.21262 1.06650 8.26850
H -0.74042 2.40032 6.24500
H -0.23781 1.38900 4.15855
C 2.95060 -3.82830 -6.31783
C 3.35895 -2.39140 -5.90352
P 2.49833 -1.50815 -4.51906
C 0.85522 -1.04244 -5.20748
C 0.73776 -0.30759 -6.54018
C 3.46771 0.00059 -4.36637
C 3.67494 0.82443 -5.62544
H 3.83005 -4.43782 -6.34048
H 2.55825 -3.72066 -7.35962
H 2.22686 -4.18741 -5.58250
H 3.36799 -1.69937 -6.75490
H 4.46552 -2.35661 -5.60147
H 0.32757 -0.49637 -4.43542
H 0.33021 -2.01894 -5.24556
H 0.36795 0.73295 -6.38003
H 0.04344 -0.82941 -7.21742
H 1.67235 -0.34597 -7.06103
H 4.49486 -0.27967 -4.03352
H 3.01193 0.61286 -3.53988
H 4.09837 0.28507 -6.43084
H 4.38629 1.59567 -5.40524
H 2.82241 1.35128 -6.01895
C 2.91884 5.36186 2.06587
Si 2.48860 4.99626 0.29262
C 2.81382 3.17466 0.05901
C 3.33274 6.00322 -1.00064
C 0.65336 5.34066 -0.10384
Te -0.17102 4.51054 -1.92973
C -0.97236 6.41012 -2.91395
Si -2.81550 6.48058 -3.23532
C -3.85767 7.16510 -1.83547
C -3.19101 4.71380 -3.39310
C -3.08999 7.47355 -4.85531
H 4.02327 5.37364 2.19037
H 2.54572 4.48544 2.66623
H 2.46627 6.23721 2.55689
H 3.90780 3.01039 0.25048
H 2.62681 2.87114 -0.99166
H 2.32184 2.45232 0.75535
H 4.44454 5.78663 -1.19714
H 3.28111 7.11555 -0.70854
H 2.83299 5.79788 -1.96459
H 0.46139 6.37644 -0.33465
H 0.03595 4.89925 0.69377
H -0.33409 6.42620 -3.81603
H -0.63326 7.26928 -2.26438
H -3.67882 6.66115 -0.86560
H -4.94566 7.00062 -1.95535
H -3.68357 8.18497 -1.58872
H -3.09100 4.29454 -2.40017
H -2.49862 4.18673 -4.05181
H -4.21035 4.58086 -3.76170
H -2.16770 8.01621 -5.27115
H -3.82087 8.25538 -4.68642
H -3.35230 6.75964 -5.69016
C -0.95012 -5.39659 -0.27323
S 0.50754 -4.45123 0.49334
O -0.02565 -3.65804 1.75839
C 1.42402 -5.88632 1.10294
C 2.32806 -6.47433 0.24811
C 2.89850 -7.75354 0.54081
C 2.59812 -8.26943 1.77384
C 1.62102 -7.68316 2.66965
C 1.10243 -6.45296 2.33371
H -1.42278 -5.98158 0.48603
H -0.44396 -6.01537 -1.09370
H -1.60822 -4.60479 -0.67919
H 2.61631 -5.92504 -0.65946
H 3.62439 -8.15376 -0.17697
H 3.09906 -9.17207 2.05426
H 1.33218 -8.12651 3.59194
H 0.39708 -5.91454 3.03532
*
```

Calculated values
Lowest unoccupied orbital energy ... -2.50 eV
Strongest force on any atom ... 0.077 hartree/bohr
Gap between HOMO and LUMO ... 6.5 eV
Electronic energy ... -4828.91754 hartree

***

# 2
Below is a 11-piece molecular cluster, C36H72BO14 overall in a non-equilibrium geometry, with properties calculated with ωB97M-V with the def2-TZVPD basis set.

Geometry as ORCA input:
```
! wB97M-V def2-TZVPD RIJCOSX def2/J DEFGRID3
* xyz -1 1
C 4.13172 -3.30686 0.73598
C 3.98973 -3.05199 -0.57803
C 2.69902 -3.21222 -1.35309
C 1.50418 -2.71684 -0.56424
C 1.29825 -1.16028 -0.56340
O -0.08544 -0.96418 -0.69475
B -0.65124 -2.33562 -0.31155
C -2.23544 -2.34482 -0.69487
O -2.87621 -3.61773 -0.92128
O -2.29511 -4.55518 0.01127
O 0.27537 -3.19720 -1.06777
H 3.58267 -4.10715 1.21937
H 4.75168 -2.69906 1.38415
H 4.86579 -2.73841 -1.14001
H 2.54809 -4.25887 -1.63938
H 2.82603 -2.63487 -2.26972
H 1.57511 -3.07325 0.46437
H 1.58119 -0.80913 0.43690
H 1.87592 -0.73001 -1.38181
H -0.49771 -2.37814 0.91841
H -2.41092 -1.78759 -1.62018
H -2.76717 -1.82415 0.10751
H -3.01020 -5.18053 0.15795
C -2.43659 -0.02851 4.37640
C -3.13910 -0.61023 3.17147
O -2.59623 -0.67556 2.09905
C -4.55234 -1.11510 3.37701
H -1.43484 0.28242 4.09029
H -2.98038 0.83413 4.76309
H -2.36454 -0.77917 5.16500
H -5.19618 -0.30123 3.71635
H -4.56183 -1.90708 4.12772
H -4.93323 -1.50901 2.43760
C -2.21511 4.65523 6.24760
C -1.43048 3.36681 6.14398
O -1.82728 2.34639 6.66017
C -0.14438 3.42178 5.36651
H -3.11924 4.48594 6.82834
H -1.60996 5.42055 6.73582
H -2.48712 5.00671 5.25125
H 0.54489 4.13578 5.82036
H -0.33893 3.72130 4.33485
H 0.31561 2.43601 5.36175
C 2.12930 2.96214 -0.10551
C 1.06110 2.94820 0.96120
O 1.27230 3.38003 2.07474
C -0.26276 2.36489 0.56298
H 3.04005 3.40316 0.29463
H 2.33904 1.94440 -0.44188
H 1.79064 3.54858 -0.96155
H -0.13318 1.32262 0.24720
H -0.69006 2.94028 -0.26245
H -0.94864 2.39428 1.40724
C -4.03412 2.00014 -2.50039
C -2.61812 2.46506 -2.72377
O -2.33259 3.64516 -2.68962
C -1.57474 1.41702 -2.98337
H -4.67119 2.86218 -2.31972
H -4.39487 1.47583 -3.38578
H -4.08071 1.32939 -1.64036
H -1.81778 0.84927 -3.88367
H -1.50282 0.74002 -2.12540
H -0.60705 1.89500 -3.12034
C 3.61040 2.97319 5.63930
C 3.41234 3.96656 6.75625
O 2.66192 4.90581 6.62746
C 4.17899 3.73065 8.03663
H 2.99202 3.25865 4.79060
H 4.65602 2.95036 5.32902
H 3.32525 1.97326 5.96905
H 5.25153 3.73902 7.83650
H 3.90928 2.76137 8.45805
H 3.94120 4.51320 8.75353
C 1.81330 0.59181 -4.00317
C 3.29688 0.82289 -3.85685
O 3.79657 1.00579 -2.76679
C 4.12546 0.80933 -5.11915
H 1.35544 0.63446 -3.01739
H 1.36724 1.35921 -4.64021
H 1.61432 -0.39007 -4.43918
H 3.78059 1.58912 -5.79979
H 4.02674 -0.15724 -5.61518
H 5.17054 0.98406 -4.87143
C -5.94986 5.97502 -5.24208
C -5.16535 4.68794 -5.35192
O -5.60153 3.64392 -4.93424
C -3.80541 4.77273 -6.00088
H -6.90222 5.77854 -4.75600
H -5.38992 6.70346 -4.65395
H -6.13134 6.38942 -6.23521
H -3.16579 5.45389 -5.43810
H -3.90043 5.13935 -7.02488
H -3.34763 3.78719 -6.01250
C 0.61405 -3.65195 -4.35837
C -0.03821 -2.67818 -5.29335
O 0.59069 -1.79290 -5.83490
C -1.52022 -2.84528 -5.52150
H 1.67439 -3.42676 -4.28390
H 0.16823 -3.58276 -3.35872
H 0.48835 -4.67028 -4.73500
H -2.05086 -2.75099 -4.57248
H -1.72431 -3.83154 -5.94154
H -1.87260 -2.08064 -6.21105
C -2.53978 -8.16343 -1.89074
C -3.77994 -8.18223 -1.03123
O -3.75182 -7.82465 0.12064
C -5.05790 -8.66220 -1.68127
H -1.70100 -7.79251 -1.30752
H -2.31768 -9.17050 -2.24973
H -2.69059 -7.50707 -2.74903
H -4.93734 -9.68853 -2.03217
H -5.30406 -8.02605 -2.53260
H -5.86938 -8.62300 -0.95876
C 6.12176 -0.18186 2.47281
C 6.19443 0.30312 3.90005
O 5.30852 0.08261 4.68898
C 7.42901 1.08327 4.29467
H 5.19114 -0.72149 2.31851
H 6.15976 0.66485 1.78566
H 6.96144 -0.84536 2.25859
H 7.51825 1.97918 3.67812
H 8.32052 0.47046 4.15320
H 7.35665 1.37294 5.34059
*
```

Calculated values
Lowest unoccupied orbital energy ... 2.23 eV
Strongest force on any atom ... 0.024 hartree/bohr
Gap between HOMO and LUMO ... 6.8 eV
Electronic energy ... -2493.04648 hartree

***

# 3
Below is a 5-piece molecular cluster, C36H72Br2N7O7S3 overall in a non-equilibrium geometry, with properties calculated with ωB97M-V with the def2-TZVPD basis set.

Geometry as ORCA input:
```
! wB97M-V def2-TZVPD RIJCOSX def2/J DEFGRID3
* xyz 1 1
C -1.41074 4.72736 -1.89855
C -1.44206 4.02498 -2.87169
C -1.22416 3.13344 -4.01707
C -1.90074 1.74239 -3.82270
C -0.98629 0.56879 -4.21289
C -0.80107 -0.65500 -3.25746
C 0.03746 -0.21221 -2.02851
C -0.43351 0.94331 -1.09185
C 0.59090 -1.33144 -1.09002
C 2.09545 -1.54915 -1.22894
C 0.09168 -1.59854 -4.13961
S 1.74206 -0.95516 -4.57607
N 0.31519 -2.92710 -3.54950
C -0.94947 -3.65853 -3.64492
C -0.73065 -5.08493 -3.06633
C -0.16133 -5.18555 -1.64375
C 1.38149 -5.31847 -1.52100
C 1.85724 -4.81249 -0.15105
C 1.72652 -5.87828 0.96690
N 0.56227 -5.73847 1.83129
C -2.02077 -2.93272 -2.84454
S -3.63649 -3.79623 -3.14171
N -2.19347 -1.37042 -2.96128
C -2.59277 -1.00423 -1.54727
C -3.85688 -1.55323 -0.87827
C -3.61375 -2.72552 0.09446
S -4.44612 -2.33740 1.63038
O -3.83694 -1.18711 2.21455
O -5.84344 -2.25542 1.34922
O -4.16289 -3.61314 2.54297
C -3.21053 -1.12238 -4.01906
Br -2.93468 -1.94540 -5.73903
C -4.30017 -0.33714 -4.00985
C -5.24730 -0.21260 -5.17469
Br -4.88585 0.80561 -2.60534
H -1.50137 5.20956 -0.95379
H -1.67292 3.62516 -4.88452
H -0.15853 3.04962 -4.23340
H -2.76157 1.74659 -4.49205
H -2.27703 1.70739 -2.80796
H -1.18990 0.22984 -5.22867
H 0.01330 0.99630 -4.26759
H 0.92574 0.25929 -2.44633
H -1.26339 0.68856 -0.43980
H -0.55780 1.90049 -1.59195
H 0.40458 1.09557 -0.40867
H 0.04640 -2.26843 -1.21711
H 0.41027 -1.03718 -0.05506
H 2.62956 -0.59785 -1.25975
H 2.36446 -2.19087 -2.06696
H 2.44538 -2.05888 -0.32839
H -0.37509 -1.74228 -5.11710
H 1.53662 -0.55808 -5.84332
H 0.99956 -3.37322 -4.15086
H -1.17219 -3.83499 -4.69910
H -1.62444 -5.69167 -3.18684
H 0.00675 -5.52414 -3.74708
H -0.57593 -6.10378 -1.21367
H -0.48334 -4.37763 -0.98017
H 1.87106 -4.80746 -2.34927
H 1.60733 -6.38298 -1.60644
H 2.89684 -4.49013 -0.25172
H 1.29479 -3.93063 0.16177
H 1.73709 -6.87140 0.51162
H 2.60514 -5.79550 1.60649
H -0.25981 -5.40949 1.34857
H 0.74585 -5.18699 2.65533
H -1.78964 -3.15791 -1.80869
H -3.49122 -4.77792 -2.23774
H -1.77122 -1.25022 -0.87853
H -2.63712 0.07520 -1.51696
H -4.22649 -0.73211 -0.25939
H -4.68576 -1.77243 -1.54163
H -3.96030 -3.67855 -0.30037
H -2.55037 -2.81879 0.34639
H -3.44848 -4.13812 2.15387
H -4.74521 0.24253 -6.02885
H -6.09185 0.42010 -4.91905
H -5.64524 -1.18816 -5.45323
C 0.54475 4.80544 1.91306
O 0.93540 3.93196 1.15412
N 0.93709 6.08678 1.87801
C 0.42131 7.08057 2.80683
C 1.91198 6.49443 0.87692
H -0.19376 4.60404 2.70896
H -0.07377 7.88101 2.25806
H 1.23879 7.50944 3.38543
H -0.29265 6.61580 3.48487
H 1.52186 6.29326 -0.12250
H 2.83233 5.92230 1.00434
H 2.11739 7.55452 0.98715
C 1.80170 -4.48176 5.60960
O 2.59267 -5.06267 4.88904
N 0.79158 -5.06873 6.27344
C -0.12133 -4.32023 7.11499
C 0.61769 -6.50773 6.13691
H 1.85283 -3.39075 5.77705
H -0.07531 -4.68672 8.14187
H -1.14464 -4.42480 6.74954
H 0.14715 -3.26579 7.10759
H 1.51346 -7.02683 6.47743
H 0.45179 -6.76884 5.09090
H -0.23468 -6.82617 6.73127
C 2.78890 10.20095 0.94942
O 2.11779 9.56495 1.74724
N 3.90637 10.87313 1.26105
C 4.66503 11.61420 0.27121
C 4.36668 10.85614 2.64111
H 2.51965 10.27408 -0.11721
H 5.68081 11.22122 0.20341
H 4.71235 12.66923 0.54544
H 4.18919 11.52643 -0.70303
H 4.56457 9.83188 2.95750
H 3.60150 11.27235 3.29627
H 5.27638 11.44427 2.72572
C 0.67886 -0.23022 2.85744
O 0.26920 -0.97394 1.97541
N 1.87930 -0.33841 3.43998
C 2.31671 0.57162 4.48183
C 2.77061 -1.40490 3.00632
H 0.07656 0.60619 3.24325
H 3.22027 1.09591 4.16755
H 2.52945 0.01935 5.39894
H 1.53905 1.30467 4.68420
H 2.98522 -1.29511 1.94306
H 2.28991 -2.37161 3.16260
H 3.69753 -1.36423 3.57130
*
```

Calculated values
Lowest unoccupied orbital energy ... -2.43 eV
Strongest force on any atom ... 0.041 hartree/bohr
Gap between HOMO and LUMO ... 8.1 eV
Electronic energy ... -8667.06292 hartree